(1)
The following is a quantum chemistry calculation of the molecule C4H5FOS2, from OMol25.

```
! wB97M-V def2-TZVPD RIJCOSX def2/J DEFGRID3
* xyz 0 1
F -1.83581 0.41229 -1.25824
C -1.92431 -0.55398 -0.22613
C -0.88025 -1.30304 0.15551
O 0.28663 -1.05110 -0.62675
C 1.35586 -0.38173 -0.09048
S 2.88803 -0.58444 -0.79697
C 1.03168 0.79454 0.71615
S 0.60764 2.24931 -0.41074
H -2.88622 -0.71187 0.16512
H -0.79453 -1.96251 0.97902
H 1.89966 1.12112 1.27076
H 0.26607 0.59470 1.55222
H -0.01447 1.37672 -1.42947
*
```

- HOMO energy (Eh) = -0.327
- lowest unoccupied orbital energy (eV) = -0.6
- relative energy (zero: lowest compared OMol25 entry of this formula, charge and spin) (kcal per mole) = 47.6
- frontier orbital gap (eV) = 8.344



(2)
The following is a quantum chemistry calculation of a cluster of 2 separate species, H4O2 in total, from OMol25.

```
! wB97M-V def2-TZVPD RIJCOSX def2/J DEFGRID3
* xyz 1 2
O 36.08821 7.12528 -21.65287
H 36.06509 6.31313 -21.14680
H 35.85187 6.86085 -22.54194
O 34.54702 5.44907 -20.11595
H 33.80921 4.84603 -20.20649
H 34.15998 6.31870 -20.21687
*
```

- HOMO energy (spin up / spin down) (Eh) = -0.746 / -0.667
- lowest unoccupied orbital energy (spin up / spin down) (eV) = -4.6 / -12.4
- relative energy (zero: lowest compared OMol25 entry of this formula, charge and spin) (kcal per mole) = 23.6
- frontier orbital gap (spin up / spin down) (eV) = 15.684 / 5.807



(3)
The following is a quantum chemistry calculation of a cluster of 2 separate species, C4H6BrClO in total, from OMol25.

```
! wB97M-V def2-TZVPD RIJCOSX def2/J DEFGRID3
* xyz 0 3
C 0.03494 -0.00114 1.28197
C -0.38922 1.19084 0.64457
C -0.95504 -0.93839 1.89533
C 0.99760 0.02045 -2.83167
O 0.35079 1.37564 1.71825
Cl -0.23375 0.98922 -3.37149
Br 2.82327 0.75200 -3.14559
H 0.92222 -0.50900 0.81703
H -0.80111 1.77308 -0.12112
H -0.65545 -1.95415 1.45565
H -1.89888 -0.65073 1.51886
H -0.93952 -0.96421 3.01546
H 0.74416 -1.08362 -2.87727
*
```

- HOMO energy (spin up / spin down) (Eh) = -0.254 / -0.400
- lowest unoccupied orbital energy (spin up / spin down) (eV) = 0.3 / -0.7
- relative energy (zero: lowest compared OMol25 entry of this formula, charge and spin) (kcal per mole) = 51.6
- frontier orbital gap (spin up / spin down) (eV) = 7.250 / 10.191



(4)
The following is a quantum chemistry calculation of a structure of composition C13H14CrIN3, from OMol25.

```
! wB97M-V def2-TZVPD RIJCOSX def2/J DEFGRID3
* xyz 0 5
C -2.86266 -0.87721 3.56668
C -3.74303 -1.38433 2.42080
H -2.28414 -1.68214 4.02510
H -3.44931 -0.44957 4.37681
H -2.17737 -0.10984 3.22244
H -3.15122 -1.71092 1.56907
H -4.37879 -2.22063 2.71654
H -4.39819 -0.57584 2.06674
C 2.67648 -0.01295 1.08006
C 4.05348 -0.20937 0.90416
C 4.53533 -0.68858 -0.31494
C 3.63315 -0.83441 -1.37173
H 2.23681 0.44171 1.97426
H 4.72506 0.03707 1.71992
H 5.58919 -0.90591 -0.46940
H 3.94842 -0.95214 -2.40627
N 1.79900 -0.44420 0.12066
C 2.26033 -0.80644 -1.11959
C 1.20898 -0.99713 -2.11879
N -0.06906 -0.82729 -1.62838
C -1.12216 -0.65017 -2.47271
C 0.32153 -1.24673 -4.31727
C -0.95734 -0.94099 -3.82110
H -2.05552 -0.27493 -2.05078
H -1.82180 -0.90387 -4.48020
C 1.43327 -1.15020 -3.48909
H 2.47328 -1.15669 -3.84462
H 0.47273 -1.52836 -5.35811
Cr -0.13784 -0.78617 0.34385
I -0.58104 -2.55044 1.95044
N -0.40116 2.36016 0.36422
C -0.31534 1.18018 0.43393
*
```

- HOMO energy (spin up / spin down) (Eh) = -0.258 / -0.317
- lowest unoccupied orbital energy (spin up / spin down) (eV) = -1.1 / -1.4
- frontier orbital gap (spin up / spin down) (eV) = 5.942 / 7.271



(5)
The following is a quantum chemistry calculation of a structure of composition C25H41Cl4MgO16, from OMol25.

```
! wB97M-V def2-TZVPD RIJCOSX def2/J DEFGRID3
* xyz 1 1
Mg -15.05790 8.35951 15.99729
C -14.07093 6.57294 18.56837
O -14.64043 7.31782 17.57101
H -13.95821 7.16166 19.51333
H -14.70175 5.73748 18.90730
H -13.02765 6.24043 18.42967
C -15.05330 3.46857 16.14155
C -13.74523 3.21491 16.84133
C -13.94679 2.60876 18.26499
O -13.09270 1.46627 18.30921
C -12.67263 1.16252 17.05450
O -12.05863 0.21730 16.76948
O -12.97788 2.16345 16.21126
H -15.47840 4.41271 16.49990
H -15.80954 2.72580 16.38608
H -14.96311 3.54585 15.05566
H -13.11140 4.09882 16.91695
H -14.97202 2.31859 18.50554
H -13.60508 3.35129 18.99398
C -11.28873 3.80724 13.55695
C -11.42776 5.29829 13.43194
C -12.28449 5.77959 12.26802
O -12.90476 6.94861 12.81302
C -12.98339 6.78331 14.11226
O -13.73543 7.39351 14.82408
O -12.23683 5.81485 14.55199
H -12.23707 3.31290 13.74145
H -10.63366 3.54902 14.38764
H -10.82238 3.45281 12.63440
H -10.47231 5.82286 13.40152
H -12.97445 4.99971 11.93417
H -11.67483 6.05561 11.41110
C -14.14278 10.62342 19.49847
C -13.48856 10.38903 20.84145
C -12.47414 9.23141 20.83749
O -11.36729 9.75718 21.57027
C -11.49561 11.09748 21.69515
O -10.71025 11.77631 22.18837
O -12.63456 11.50799 21.11794
H -14.98421 11.31472 19.53196
H -14.63190 9.68332 19.19143
H -13.43760 10.90067 18.71779
H -14.25447 10.26465 21.60994
H -12.15922 8.91417 19.84331
H -12.88361 8.39526 21.40402
C -18.97276 12.39372 19.19173
C -18.48123 10.97736 19.23213
C -19.46522 9.89050 18.70260
O -18.58313 9.04717 17.92583
C -17.45209 9.67463 17.64601
O -16.56672 9.18566 16.97763
O -17.37330 10.82307 18.28451
H -18.25503 13.17101 19.42726
H -19.90426 12.51503 19.75133
H -19.32130 12.59967 18.16868
H -18.11628 10.63017 20.20633
H -20.20853 10.33108 18.03326
H -19.91742 9.31357 19.49963
C -19.17999 6.07674 20.71328
C -19.29638 5.49810 19.31571
C -17.96335 5.53358 18.55958
O -17.82671 4.19320 18.10609
C -18.85400 3.42582 18.53427
O -18.93722 2.28002 18.29106
O -19.68300 4.13068 19.33476
H -18.96126 7.14796 20.65665
H -18.37818 5.57284 21.25324
H -20.10220 6.01812 21.29101
H -20.08306 6.05644 18.79991
H -17.10243 5.74707 19.19367
H -17.97520 6.28189 17.76860
Cl -8.80842 5.04751 15.66918
C -8.81279 4.41373 17.33974
C -10.22732 4.36627 17.89790
Cl -10.27056 3.03672 19.09230
H -8.19519 5.05891 17.95727
H -8.35850 3.43319 17.28745
H -10.95273 4.16261 17.11918
H -10.44106 5.27901 18.43840
Cl -9.85875 7.90976 14.51073
C -10.77413 9.17474 15.36352
C -11.32035 8.67338 16.67220
Cl -10.06174 8.27863 17.85696
H -11.58066 9.48724 14.70146
H -10.10622 10.01940 15.50320
H -11.93514 7.78785 16.53399
H -11.96378 9.44142 17.10833
*
```

- HOMO energy (Eh) = -0.433
- lowest unoccupied orbital energy (eV) = -4.3
- frontier orbital gap (eV) = 7.473



(6)
The following is a quantum chemistry calculation of a cluster of 2 separate species, C9H14 in total, from OMol25.

```
! wB97M-V def2-TZVPD RIJCOSX def2/J DEFGRID3
* xyz 0 1
C 1.76891 -0.78504 -1.30192
C 0.54252 -1.15698 -0.50069
C -0.46909 -1.90125 -1.06972
C -1.56495 -2.31199 -0.30456
C -1.58315 -2.00517 1.05011
C -0.55407 -1.29094 1.63879
C 0.46335 -0.79686 0.84189
H 2.57159 -0.44005 -0.64529
H 1.53108 0.05003 -1.97668
H 2.13987 -1.63951 -1.85721
H -0.43511 -2.25257 -2.09950
H -2.34393 -2.92127 -0.73328
H -2.41312 -2.36903 1.64184
H -0.47760 -1.16635 2.70559
H 1.20583 -0.09163 1.17924
C 0.25275 2.76510 0.90674
C -0.33581 2.49195 -0.48899
H 0.03931 3.80168 1.19028
H -0.21065 2.13609 1.65783
H 1.33045 2.65865 0.79137
H -0.16339 1.46340 -0.84209
H 0.11859 3.17674 -1.19453
H -1.41336 2.58500 -0.58923
*
```

- HOMO energy (Eh) = -0.332
- lowest unoccupied orbital energy (eV) = 1.1
- relative energy (zero: lowest compared OMol25 entry of this formula, charge and spin) (kcal per mole) = 6.3
- frontier orbital gap (eV) = 10.111



Number 1: calculated total energy -30661.592 eV. Number 2: calculated total energy -4148.083 eV. Number 3: calculated total energy -88851.614 eV. Number 4: calculated total energy -54700.212 eV. Number 5: calculated total energy -114881.506 eV. Number 6: calculated total energy -9559.908 eV.